{"formula": "C42H52Cl4F12N2O22PS2", "method": "wB97M-V/def2-TZVPD", "species": ["C", "C", "C", "N", "C", "C", "C", "C", "C", "H", "H", "H", "H", "H", "H", "H", "H", "H", "H", "H", "H", "H", "H", "H", "H", "H", "H", "P", "F", "F", "F", "F", "F", "F", "C", "F", "F", "F", "S", "O", "O", "N", "S", "O", "O", "C", "F", "F", "F", "Cl", "C", "C", "Cl", "H", "H", "H", "H", "Cl", "C", "C", "Cl", "H", "H", "H", "H", "C", "O", "C", "C", "O", "C", "H", "H", "H", "H", "H", "H", "H", "H", "H", "H", "C", "C", "C", "O", "C", "C", "C", "O", "O", "O", "H", "H", "H", "H", "C", "C", "C", "O", "C", "C", "C", "O", "O", "O", "H", "H", "H", "H", "C", "C", "C", "O", "C", "C", "C", "O", "O", "O", "H", "H", "H", "H", "C", "C", "C", "O", "C", "C", "C", "O", "O", "O", "H", "H", "H", "H"], "positions_angstrom": [[-2.5413, -5.3682, 4.5797], [-1.8006, -5.1562, 3.2885], [-0.4355, -4.6223, 3.5840], [0.5029, -4.5792, 2.4188], [-0.0882, -3.7761, 1.3015], [0.8331, -5.9654, 1.9132], [2.3541, -6.0985, 1.9526], [2.8472, -4.6678, 1.9032], [1.8433, -3.9089, 2.7582], [-1.9504, -6.0180, 5.2396], [-3.5369, -5.7932, 4.5080], [-2.6039, -4.4590, 5.1849], [-2.3442, -4.4053, 2.7150], [-1.7521, -6.0888, 2.7279], [0.1200, -5.1720, 4.3527], [-0.4361, -3.6028, 3.9829], [-0.2535, -2.7502, 1.6261], [-1.0752, -4.1764, 1.0935], [0.5924, -3.8305, 0.4623], [0.4548, -6.0145, 0.8937], [0.3336, -6.7509, 2.4722], [2.7013, -6.6787, 1.1029], [2.6480, -6.5101, 2.9185], [2.8003, -4.1645, 0.9292], [3.8757, -4.4954, 2.2159], [1.7078, -2.8479, 2.5900], [1.9564, -4.1031, 3.8281], [-6.0558, 4.4428, 0.5900], [-6.0944, 2.8281, 0.5163], [-4.5905, 4.4313, -0.1044], [-6.7503, 4.5337, -0.8863], [-6.0113, 6.0826, 0.6336], [-7.4930, 4.4356, 1.3038], [-5.3410, 4.3792, 2.0557], [-3.6795, 0.9600, 1.2377], [-3.1131, 2.1411, 1.1106], [-3.8555, 0.7344, 2.5523], [-4.7931, 0.8530, 0.5896], [-2.4933, -0.4127, 0.7058], [-1.6103, -0.6541, 1.8075], [-3.3124, -1.4976, 0.2676], [-1.7143, 0.3973, -0.5956], [-0.9984, -0.7868, -1.3778], [-0.4827, -1.8505, -0.5726], [-1.7864, -1.2072, -2.5014], [0.4913, -0.0223, -2.1431], [0.1607, 0.7628, -3.1599], [1.2237, 0.6344, -1.2574], [1.1789, -1.0508, -2.6472], [-2.7758, 3.4057, 5.9761], [-2.5475, 3.8711, 4.2300], [-1.4556, 4.9053, 4.1921], [-1.4020, 5.6711, 2.5901], [-3.5182, 4.2724, 3.9500], [-2.3917, 2.9470, 3.6880], [-0.4894, 4.4211, 4.3237], [-1.6160, 5.6338, 4.9781], [-1.2792, -5.3986, -5.7357], [-1.5254, -3.9421, -4.7386], [-0.2511, -3.1622, -4.5326], [0.9518, -4.0655, -3.5812], [-1.8788, -4.2973, -3.7730], [-2.2855, -3.2881, -5.1568], [-0.4745, -2.1741, -4.1396], [0.2274, -2.9812, -5.4970], [1.6786, 3.3751, -4.9654], [2.0130, 2.4435, -5.9713], [3.4238, 2.2745, -6.0760], [3.8300, 1.8556, -7.4595], [3.8007, 0.4808, -7.7367], [2.5728, -0.1321, -7.4391], [0.5995, 3.5597, -4.9699], [2.1149, 4.3706, -5.0696], [1.8323, 2.8836, -3.9958], [3.6852, 1.4180, -5.4311], [3.9607, 3.1483, -5.7072], [4.8614, 2.1940, -7.6192], [3.3180, 2.4128, -8.2608], [1.7152, 0.5128, -7.6501], [2.5064, -0.4167, -6.3803], [2.4927, -1.0550, -8.0124], [0.6473, 1.8715, 5.2381], [0.3248, 0.7316, 4.6215], [1.2766, -0.4283, 4.5658], [0.9374, -1.5222, 4.1724], [2.6279, -0.1647, 5.0561], [2.9432, 0.9366, 5.7057], [1.9594, 2.0675, 5.8520], [2.2853, 3.0994, 6.3862], [4.1462, 1.1502, 6.2157], [-0.9067, 0.5002, 4.1769], [-0.1054, 2.6323, 5.4016], [3.3247, -0.9730, 4.8682], [4.1044, 1.9618, 6.7495], [-0.9951, -0.3494, 3.7174], [2.2933, 4.5484, 0.7551], [3.0344, 3.4789, 1.0244], [2.5263, 2.0781, 0.9314], [3.2194, 1.1070, 1.1840], [1.1264, 1.9671, 0.6059], [0.3714, 3.0180, 0.2157], [0.9082, 4.4366, 0.2588], [0.2700, 5.3935, -0.0299], [-0.8627, 2.9356, -0.2100], [4.3789, 3.6032, 1.1912], [2.7910, 5.5033, 0.8621], [0.6627, 0.9871, 0.6527], [-1.1219, 1.9653, -0.2769], [4.7572, 2.7126, 1.1162], [4.4624, -0.3836, -1.2793], [4.0408, -0.7086, -0.0583], [4.8755, -0.5173, 1.1851], [4.5576, -1.0196, 2.2344], [6.1203, 0.2213, 0.9876], [6.4983, 0.6416, -0.2217], [5.6796, 0.3984, -1.4687], [6.0007, 0.9149, -2.5200], [7.6487, 1.2744, -0.4188], [2.8363, -1.1931, 0.1745], [3.8775, -0.6834, -2.1400], [6.7295, 0.3981, 1.8657], [7.8553, 1.3509, -1.3618], [2.6950, -1.2588, 1.1347], [-6.7564, 1.8181, -3.8871], [-6.9514, 0.5029, -3.9983], [-6.2138, -0.4465, -3.0976], [-6.5405, -1.6308, -3.0960], [-5.0343, 0.0706, -2.4355], [-4.8025, 1.3961, -2.3685], [-5.7127, 2.4126, -3.0336], [-5.5366, 3.5773, -2.8769], [-3.7566, 1.9598, -1.8176], [-8.0565, 0.0188, -4.6177], [-7.3895, 2.4807, -4.4684], [-4.3079, -0.5809, -1.9695], [-3.1845, 1.3657, -1.2934], [-7.8843, -0.9027, -4.8586]], "atomic_forces_ev_per_a": [[0.444, -0.205, 1.566], [-0.529, 0.348, -0.189], [1.439, 0.698, 0.684], [0.051, 0.185, -0.516], [-0.537, 0.050, 0.393], [0.146, -0.155, -0.545], [-0.213, 0.469, -0.039], [-0.072, 1.523, -0.331], [-0.551, -1.048, 0.724], [-0.174, -0.262, -0.188], [-0.039, 0.029, -0.337], [-0.199, 0.205, -0.368], [-0.053, -0.187, -0.274], [-0.039, 0.008, -0.147], [-0.313, -0.394, -0.081], [-0.370, 0.033, -0.202], [0.255, -0.003, 0.044], [0.154, -0.159, -0.514], [-0.159, 0.141, -0.205], [0.062, -0.070, -0.002], [-0.105, 0.236, 0.282], [0.164, -0.291, 0.244], [0.179, -0.365, -0.201], [-0.019, -0.657, -0.271], [-0.057, -0.222, 0.326], [0.288, -0.074, 0.058], [0.317, 0.238, -0.071], [0.419, 1.123, -0.938], [-0.153, -0.009, 0.039], [-0.135, -0.043, 0.189], [-0.108, -0.091, 0.740], [-0.074, -0.545, 0.236], [-0.305, 0.104, 0.079], [0.031, -0.124, 0.088], [0.846, -0.297, 1.008], [-0.070, 0.069, -0.302], [-0.317, -0.068, -0.235], [-0.051, -0.340, -0.093], [-0.414, 1.424, -0.605], [0.562, 0.036, 0.367], [-0.053, -0.182, -0.196], [-0.550, -1.601, 2.211], [-0.629, -0.512, -2.053], [0.534, -0.015, 0.749], [0.144, 0.186, -0.292], [-0.399, -0.434, -0.370], [0.025, 0.392, 0.197], [0.275, -0.549, -1.456], [0.385, 0.098, 0.136], [0.177, -0.162, -0.095], [-1.011, 0.078, 0.647], [0.291, -0.569, -0.280], [-0.056, 0.080, 0.041], [0.099, 0.111, -0.261], [0.367, 0.037, -0.146], [0.034, 0.193, 0.163], [0.012, 0.236, -0.133], [-0.098, 0.085, -0.201], [0.154, 0.072, 0.916], [0.104, 0.159, -1.294], [-0.053, 0.135, 0.285], [-0.138, 0.041, -0.026], [-0.011, -0.157, -0.300], [0.053, -0.295, 0.601], [-0.009, -0.130, 0.001], [-1.272, -0.624, 0.605], [0.248, 0.935, -0.486], [-0.662, -1.202, 0.569], [0.827, 1.038, -1.076], [0.199, -0.098, 0.047], [-0.494, -0.359, 0.353], [0.028, -0.252, -0.407], [0.590, -0.234, 0.031], [0.499, 0.580, 0.174], [0.274, 0.303, 0.175], [0.004, 0.174, -0.243], [0.118, -0.433, 0.241], [-0.570, -0.079, 0.387], [0.071, 0.012, -0.140], [0.028, 0.135, -0.015], [0.098, 0.075, -0.150], [0.045, 0.302, 0.436], [-0.882, -0.854, 0.006], [1.074, 1.241, 0.500], [-0.624, -0.369, -0.335], [-0.331, -1.724, -0.865], [0.202, 0.936, 0.445], [-0.948, -0.328, -1.006], [0.577, 0.192, 0.581], [0.328, 0.014, 0.334], [0.051, 0.476, 0.191], [0.082, 0.014, -0.058], [0.177, 0.151, 0.193], [-0.041, 0.197, -0.197], [0.214, 0.019, -0.205], [0.200, 0.051, 0.284], [1.354, -0.220, -1.009], [-2.067, 0.753, 0.200], [0.421, 0.965, 0.568], [-0.154, 0.044, 1.077], [-0.143, 0.410, -0.067], [1.330, -0.848, 1.116], [-0.970, 0.923, -0.736], [0.100, -0.580, -0.038], [-0.307, -0.215, 0.279], [-0.356, 0.216, -0.280], [0.217, 0.241, 0.313], [-0.027, 0.841, 0.009], [-0.006, -0.057, 0.300], [0.403, -0.232, -0.849], [-0.243, -0.077, 0.891], [1.114, 0.377, -0.947], [-0.435, -0.503, 0.378], [-0.048, 0.074, 0.623], [0.288, -0.150, -0.583], [-1.042, -0.399, 0.387], [0.509, -0.097, 0.077], [0.552, 0.177, 0.369], [-0.439, -1.197, -0.373], [-0.057, 0.385, -0.059], [0.054, -0.014, -0.068], [-0.492, 0.072, -0.178], [0.307, 0.189, -0.069], [-0.322, 0.269, -0.738], [-0.903, 0.464, 1.411], [0.846, -0.865, -0.826], [-0.075, 0.442, 0.019], [-0.017, 0.316, 0.428], [-0.114, -0.129, -0.345], [0.029, -1.421, -0.085], [0.160, 0.911, -0.441], [0.467, 0.557, 0.390], [0.547, -0.032, -0.635], [0.062, 0.134, 0.206], [-0.289, -0.421, -0.035], [-0.238, -0.084, -0.708], [-0.070, -0.112, 0.402]], "lowdin_charge": [-0.096, -0.234, -0.147, -0.246, 0.007, -0.093, -0.132, -0.149, -0.089, 0.079, 0.081, 0.087, 0.121, 0.117, 0.141, 0.133, 0.087, 0.109, 0.106, 0.135, 0.127, 0.123, 0.121, 0.118, 0.126, 0.097, 0.135, 0.164, -0.165, -0.168, -0.176, -0.188, -0.162, -0.189, -0.676, 0.173, 0.136, 0.190, 0.688, -0.300, -0.262, -0.295, 0.581, -0.296, -0.264, -0.658, 0.165, 0.122, 0.106, 0.527, -0.607, -0.669, 0.648, 0.059, 0.049, 0.042, 0.063, 0.527, -0.658, -0.666, 0.545, 0.066, 0.084, 0.041, 0.065, -0.114, -0.197, -0.207, -0.225, -0.174, -0.116, 0.092, 0.089, 0.082, 0.132, 0.122, 0.124, 0.132, 0.092, 0.084, 0.086, 0.079, -0.218, -0.289, 0.083, 0.068, -0.245, -0.309, 0.128, 0.120, 0.101, 0.089, 0.132, 0.122, 0.080, 0.082, -0.217, -0.272, 0.067, 0.037, -0.218, -0.338, 0.131, 0.117, 0.083, 0.137, 0.118, 0.057, 0.092, 0.073, -0.274, -0.362, 0.104, 0.066, -0.242, -0.314, 0.106, 0.108, 0.088, 0.131, 0.139, 0.121, 0.106, 0.084, -0.244, -0.325, 0.068, 0.055, -0.232, -0.312, 0.159, 0.111, 0.067, 0.133, 0.100, 0.051, 0.107], "de_lowest_kcal_mol": 0.0, "total_energy_ev": -206083.9729, "charge": -1}


{"formula": "C5H14N3", "method": "wB97M-V/def2-TZVPD", "species": ["C", "C", "C", "N", "H", "H", "H", "H", "H", "H", "H", "C", "N", "C", "N", "H", "H", "H", "H", "H", "H", "H"], "positions_angstrom": [[0.6464, 0.9700, 2.0494], [1.1198, -0.2087, 1.2468], [2.0991, -0.1648, 0.2953], [0.5265, -1.4334, 1.6162], [0.9659, 0.8804, 3.0858], [-0.4551, 1.0411, 2.0454], [1.0456, 1.9164, 1.6353], [2.5243, -1.0845, -0.0820], [2.5729, 0.7694, 0.0216], [-0.5235, -1.3914, 1.5889], [0.8482, -2.2069, 1.0304], [-1.1411, 1.8722, -0.4697], [-0.6622, 0.7002, -1.2300], [-1.3856, -0.3573, -1.4597], [-0.9597, -1.4647, -2.0704], [-1.6833, 2.5393, -1.1187], [-0.2658, 2.4045, -0.0488], [-1.7809, 1.5210, 0.3472], [0.3622, 0.6301, -1.3544], [-2.4256, -0.3900, -1.0880], [0.0271, -1.6429, -2.1260], [-1.5763, -2.2701, -2.1193]], "atomic_forces_ev_per_a": [[-0.164, 0.530, -0.642], [0.762, -0.421, -0.837], [-0.983, 0.309, 1.021], [-1.184, 0.157, -0.600], [0.032, -0.097, 0.001], [0.374, -0.096, 0.154], [-0.116, -0.533, 0.325], [-0.087, -0.043, -0.261], [0.176, -0.062, 0.253], [1.497, -0.096, 0.395], [-0.152, 0.268, 0.369], [0.378, -0.161, 0.363], [0.510, -0.329, 0.135], [-0.365, -0.500, 0.224], [-0.371, 0.394, 0.703], [-0.182, 0.204, -0.222], [-0.619, -0.444, -0.326], [0.127, 0.266, -0.200], [-0.651, 0.005, -0.004], [0.516, 0.361, -0.489], [0.294, -0.038, -0.364], [0.207, 0.327, 0.000]], "nbo_charge": [-0.662, 0.220, -0.579, -0.805, 0.261, 0.203, 0.222, 0.209, 0.217, 0.367, 0.374, -0.418, -0.504, 0.393, -0.726, 0.235, 0.245, 0.218, 0.447, 0.225, 0.422, 0.435], "de_lowest_kcal_mol": 34.5, "total_energy_ev": -9875.6723, "charge": 1}


{"formula": "C2H4N2S", "method": "wB97M-V/def2-TZVPD", "species": ["C", "S", "N", "C", "N", "H", "H", "H", "H"], "positions_angstrom": [[0.2478, 1.0849, 1.0557], [0.1351, 1.1063, -0.7595], [0.2785, -0.6267, -0.9580], [-0.8090, -1.5504, -0.9517], [-1.5694, -2.3456, -0.6699], [0.1055, 2.0830, 1.1490], [1.2977, 0.7045, 1.2445], [-0.6315, 0.4837, 1.4918], [0.9452, -0.9397, -1.6019]], "atomic_forces_ev_per_a": [[0.258, -3.839, -1.268], [-0.490, -1.829, 0.032], [-2.798, -1.029, 0.225], [3.433, 3.572, 0.527], [-1.627, -1.414, 0.015], [-0.149, 3.224, 1.494], [-1.543, 0.547, 0.498], [1.657, 0.898, -0.534], [1.260, -0.130, -0.990]], "nbo_charge": [-0.728, 0.402, -0.810, 0.401, -0.356, 0.211, 0.235, 0.239, 0.405], "de_lowest_kcal_mol": 32.7, "total_energy_ev": -15952.4638, "charge": 0, "smiles": "CSNC#N"}


no.,frontier orbital gap (eV)
1,6.3
2,8.4
3,10.0